Record 1
The following is a DFT calculation (ωB97M-V/def2-TZVPD) of a structure of composition C32H32B2IN4NdO6S3 in a non-equilibrium geometry.

The geometry in XYZ format:
```
81
C32H32B2IN4NdO6S3, DFT ωB97M-V/def2-TZVPD
Nd -25.123 -5.870 6.322
O -26.206 -9.851 7.709
C -26.363 -8.612 7.822
O -25.581 -7.723 7.343
C -27.509 -8.062 8.603
C -28.373 -9.064 9.056
C -29.411 -8.812 9.960
C -29.488 -7.517 10.489
C -28.651 -6.468 10.010
C -27.604 -6.712 9.076
S -26.627 -5.339 8.686
H -28.317 -10.089 8.664
H -30.154 -9.532 10.236
H -30.190 -7.307 11.275
H -28.824 -5.437 10.383
C -27.009 -8.631 3.133
N -27.078 -7.405 2.472
C -26.648 -7.187 1.149
C -26.686 -5.869 0.969
N -27.298 -5.301 2.053
B -27.536 -3.737 2.024
N -27.830 -3.188 3.404
C -29.053 -2.780 3.895
C -28.892 -2.359 5.166
N -27.572 -2.542 5.487
C -26.969 -2.125 6.739
C -26.927 -3.046 4.407
S -25.263 -3.548 4.428
C -27.464 -6.206 2.985
S -28.096 -6.166 4.558
H -27.088 -9.401 2.279
H -27.960 -8.706 3.662
H -26.202 -8.755 3.822
H -26.135 -7.986 0.559
H -26.618 -5.200 0.075
H -26.500 -3.194 1.626
H -28.549 -3.522 1.344
H -29.870 -3.049 3.279
H -29.574 -2.061 5.937
H -25.946 -2.567 6.687
H -27.468 -2.500 7.635
H -26.950 -1.029 6.761
C -19.709 -0.425 11.376
C -19.535 -1.924 11.684
C -18.103 -2.213 12.013
C -20.310 -2.301 13.055
C -20.032 -2.720 10.521
C -19.134 -3.307 9.583
C -19.675 -4.039 8.569
C -21.041 -4.118 8.364
O -21.724 -4.679 7.344
B -23.102 -4.468 7.697
O -23.168 -3.693 8.853
C -21.892 -3.496 9.251
C -21.434 -2.858 10.384
H -19.437 0.115 12.334
H -20.802 -0.395 11.236
H -19.221 -0.065 10.491
H -17.794 -1.736 12.954
H -17.509 -1.775 11.150
H -17.900 -3.208 12.132
H -19.843 -1.827 13.903
H -20.153 -3.372 13.129
H -21.379 -2.071 13.096
H -18.105 -3.149 9.665
H -19.003 -4.589 7.896
H -22.100 -2.313 11.023
I -18.867 -6.362 -0.182
C -20.463 -6.527 1.267
C -21.791 -6.747 0.914
C -22.725 -6.862 1.975
C -22.250 -6.837 3.279
C -20.887 -6.712 3.556
C -20.026 -6.422 2.562
C -23.297 -6.838 4.391
O -22.867 -6.802 5.555
O -24.533 -6.967 4.130
H -22.150 -6.730 -0.107
H -23.804 -6.988 1.799
H -20.593 -6.630 4.634
H -18.941 -6.160 2.723
```

## Properties
Charge = -2
Energy above the lowest of the compared OMol25 structures with the same formula, charge and spin = 15.2 kcal per mole
2S+1 = 4
LUMO (alpha / beta) = 3.17 / 3.17 eV
Highest occupied orbital energy (alpha / beta) = -2.00 / -2.01 eV
⟨S²⟩ = 3.7529
Frontier orbital gap (alpha / beta) = 0.1901 / 0.1905 Ha

These are the Mulliken partial charges, in e, on atoms 1 to 5: Nd 0.600; O -0.787; C 0.417; O -0.313; C 0.345

Record 2
The following is a DFT calculation (ωB97M-V/def2-TZVPD) of a structure of composition C28H29BF11InN6O4S5 in a non-equilibrium geometry.

The geometry in XYZ format:
```
85
C28H29BF11InN6O4S5, DFT ωB97M-V/def2-TZVPD
In -0.684 -0.130 -0.090
F -0.735 6.324 1.475
C 0.062 5.293 1.154
F 0.509 5.499 -0.090
F 1.113 5.324 1.980
S -0.857 3.671 1.316
O 0.001 2.704 0.695
O -1.104 3.602 2.720
N -2.171 4.041 0.513
S -2.656 3.218 -0.737
O -2.257 1.839 -0.816
O -4.022 3.519 -1.037
C -1.742 4.027 -2.150
F -2.249 3.641 -3.326
F -0.442 3.756 -2.140
F -1.894 5.363 -2.069
C -3.104 -0.329 -2.878
N -2.115 -1.025 -3.662
C -2.354 -2.085 -4.499
C -1.163 -2.434 -5.034
N -0.195 -1.611 -4.531
B 1.311 -1.752 -4.904
N 2.242 -1.671 -3.658
C 3.431 -0.981 -3.666
C 3.984 -1.042 -2.439
N 3.134 -1.793 -1.659
C 3.285 -2.052 -0.247
C 2.047 -2.159 -2.409
S 0.788 -3.112 -1.799
C -0.783 -0.744 -3.678
S -0.070 0.571 -2.857
H -4.081 -0.443 -3.347
H -2.844 0.724 -2.829
H -3.135 -0.701 -1.846
H -3.336 -2.499 -4.642
H -0.920 -3.227 -5.718
H 1.452 -2.838 -5.420
H 1.612 -0.846 -5.647
H 3.786 -0.497 -4.558
H 4.893 -0.620 -2.048
H 4.334 -2.241 -0.015
H 2.681 -2.924 -0.006
H 2.930 -1.206 0.346
F 2.914 -4.883 4.763
C 2.496 -3.713 4.245
C 1.568 -3.685 3.218
F 1.071 -4.844 2.761
C 1.155 -2.480 2.691
F 0.223 -2.509 1.731
C 1.660 -1.235 3.115
S 1.236 0.254 2.383
C 2.568 -1.316 4.187
F 3.088 -0.192 4.700
C 2.982 -2.513 4.731
F 3.872 -2.528 5.742
C -3.057 -3.810 -1.703
C -2.319 -3.820 -0.361
C -1.654 -5.176 -0.115
C -3.239 -3.403 0.754
C -4.105 -4.297 1.348
C -4.916 -3.908 2.402
C -4.803 -2.620 2.912
C -3.973 -1.667 2.352
C -3.869 -0.337 3.062
C -2.420 -0.131 3.519
C -4.360 0.818 2.188
C -3.238 -1.997 1.134
N -2.704 -1.166 0.242
H -2.339 -3.897 -2.521
H -3.602 -2.873 -1.816
H -3.769 -4.640 -1.762
H -1.537 -3.062 -0.423
H -2.354 -6.004 -0.258
H -1.255 -5.225 0.899
H -0.828 -5.298 -0.817
H -4.141 -5.327 1.005
H -5.614 -4.608 2.847
H -5.387 -2.349 3.787
H -4.509 -0.390 3.951
H -1.748 -0.187 2.664
H -2.128 -0.910 4.227
H -2.287 0.845 3.980
H -3.858 0.770 1.230
H -4.137 1.780 2.651
H -5.437 0.751 2.014
```

## Properties
Charge = -2
Energy above the lowest of the compared OMol25 structures with the same formula, charge and spin = 54.8 kcal per mole
LUMO (alpha / beta) = 2.96 / 2.96 eV
Highest occupied orbital energy (alpha / beta) = -1.88 / -1.88 eV
Frontier orbital gap (alpha / beta) = 0.1781 / 0.1781 Ha

These are the Mulliken partial charges, in e, on atoms 1 to 5: In 0.955; F -0.239; C 0.416; F -0.221; F -0.218

Question: What is the formula in the first record?
Answer: C32H32B2IN4NdO6S3

Please write out number 2 again, unchanged.
The following is a DFT calculation (ωB97M-V/def2-TZVPD) of a structure of composition C28H29BF11InN6O4S5 in a non-equilibrium geometry.

The geometry in XYZ format:
```
85
C28H29BF11InN6O4S5, DFT ωB97M-V/def2-TZVPD
In -0.684 -0.130 -0.090
F -0.735 6.324 1.475
C 0.062 5.293 1.154
F 0.509 5.499 -0.090
F 1.113 5.324 1.980
S -0.857 3.671 1.316
O 0.001 2.704 0.695
O -1.104 3.602 2.720
N -2.171 4.041 0.513
S -2.656 3.218 -0.737
O -2.257 1.839 -0.816
O -4.022 3.519 -1.037
C -1.742 4.027 -2.150
F -2.249 3.641 -3.326
F -0.442 3.756 -2.140
F -1.894 5.363 -2.069
C -3.104 -0.329 -2.878
N -2.115 -1.025 -3.662
C -2.354 -2.085 -4.499
C -1.163 -2.434 -5.034
N -0.195 -1.611 -4.531
B 1.311 -1.752 -4.904
N 2.242 -1.671 -3.658
C 3.431 -0.981 -3.666
C 3.984 -1.042 -2.439
N 3.134 -1.793 -1.659
C 3.285 -2.052 -0.247
C 2.047 -2.159 -2.409
S 0.788 -3.112 -1.799
C -0.783 -0.744 -3.678
S -0.070 0.571 -2.857
H -4.081 -0.443 -3.347
H -2.844 0.724 -2.829
H -3.135 -0.701 -1.846
H -3.336 -2.499 -4.642
H -0.920 -3.227 -5.718
H 1.452 -2.838 -5.420
H 1.612 -0.846 -5.647
H 3.786 -0.497 -4.558
H 4.893 -0.620 -2.048
H 4.334 -2.241 -0.015
H 2.681 -2.924 -0.006
H 2.930 -1.206 0.346
F 2.914 -4.883 4.763
C 2.496 -3.713 4.245
C 1.568 -3.685 3.218
F 1.071 -4.844 2.761
C 1.155 -2.480 2.691
F 0.223 -2.509 1.731
C 1.660 -1.235 3.115
S 1.236 0.254 2.383
C 2.568 -1.316 4.187
F 3.088 -0.192 4.700
C 2.982 -2.513 4.731
F 3.872 -2.528 5.742
C -3.057 -3.810 -1.703
C -2.319 -3.820 -0.361
C -1.654 -5.176 -0.115
C -3.239 -3.403 0.754
C -4.105 -4.297 1.348
C -4.916 -3.908 2.402
C -4.803 -2.620 2.912
C -3.973 -1.667 2.352
C -3.869 -0.337 3.062
C -2.420 -0.131 3.519
C -4.360 0.818 2.188
C -3.238 -1.997 1.134
N -2.704 -1.166 0.242
H -2.339 -3.897 -2.521
H -3.602 -2.873 -1.816
H -3.769 -4.640 -1.762
H -1.537 -3.062 -0.423
H -2.354 -6.004 -0.258
H -1.255 -5.225 0.899
H -0.828 -5.298 -0.817
H -4.141 -5.327 1.005
H -5.614 -4.608 2.847
H -5.387 -2.349 3.787
H -4.509 -0.390 3.951
H -1.748 -0.187 2.664
H -2.128 -0.910 4.227
H -2.287 0.845 3.980
H -3.858 0.770 1.230
H -4.137 1.780 2.651
H -5.437 0.751 2.014
```

## Properties
Charge = -2
Energy above the lowest of the compared OMol25 structures with the same formula, charge and spin = 54.8 kcal per mole
LUMO (alpha / beta) = 2.96 / 2.96 eV
Highest occupied orbital energy (alpha / beta) = -1.88 / -1.88 eV
Frontier orbital gap (alpha / beta) = 0.1781 / 0.1781 Ha

These are the Mulliken partial charges, in e, on atoms 1 to 5: In 0.955; F -0.239; C 0.416; F -0.221; F -0.218